Density functional theory data (ωB97M-V/def2-TZVPD) for C39H36ClN3PbSi2 as an isolated structure at a distorted geometry.

The geometry in ORCA input format:
```
! RIJCOSX wB97M-V def2-TZVPD def2/J DEFGRID3
* xyz 0 1
C -1.17 -0.26 0.55
C -1.84 0.14 -0.63
C -1.95 -1.00 -1.48
H -2.24 1.13 -0.84
C -1.35 -2.10 -0.81
C -0.87 -1.65 0.44
H -0.35 -2.25 1.18
H -0.95 0.39 1.40
H -2.48 -1.04 -2.43
H -1.32 -3.13 -1.18
Pb 0.47 -0.63 -3.24
Si 3.75 2.61 -5.27
C 2.07 3.39 -4.92
C 1.62 4.64 -5.35
H 2.33 5.35 -5.77
C 0.26 4.98 -5.23
H -0.11 5.94 -5.60
C -0.64 4.09 -4.62
H -1.72 4.32 -4.59
C -0.16 2.92 -4.02
H -0.83 2.23 -3.49
C 1.19 2.62 -4.14
H 1.61 1.72 -3.66
C -0.56 -1.80 -5.02
C -1.96 -1.72 -5.13
H -2.39 -0.80 -5.53
C -2.76 -2.79 -4.71
H -3.84 -2.76 -4.86
C -2.20 -3.85 -3.99
H -2.85 -4.62 -3.54
C -0.83 -3.88 -3.74
H -0.39 -4.64 -3.08
C 0.03 -2.94 -4.32
H 1.12 -3.12 -4.28
H 3.51 1.13 -5.30
Si 0.70 -0.57 -5.77
C 1.18 -1.74 -7.17
C 0.38 -1.67 -8.33
H -0.30 -0.82 -8.49
C 0.38 -2.73 -9.26
H -0.20 -2.62 -10.17
C 1.12 -3.89 -9.00
H 1.14 -4.70 -9.73
C 1.82 -4.00 -7.79
H 2.33 -4.93 -7.52
C 1.90 -2.93 -6.90
H 2.44 -3.03 -5.95
C 0.22 0.94 -6.84
C -1.08 1.44 -6.97
H -1.90 1.04 -6.38
C -1.32 2.50 -7.87
H -2.34 2.88 -8.00
C -0.26 3.09 -8.58
H -0.45 3.92 -9.26
C 1.05 2.62 -8.40
H 1.90 3.10 -8.89
C 1.29 1.54 -7.54
H 2.31 1.17 -7.39
H 4.26 3.03 -6.52
Cl 5.02 3.05 -3.73
N 0.95 1.74 2.16
C 1.48 0.45 2.36
C 1.66 0.02 3.69
C 2.26 -1.22 3.90
C 2.59 -2.00 2.78
C 2.32 -1.50 1.50
N 1.78 -0.29 1.30
C 1.38 2.56 1.10
C 1.69 3.91 1.37
C 2.20 4.71 0.34
C 2.38 4.12 -0.92
C 2.08 2.76 -1.05
N 1.53 2.02 -0.10
H 0.79 2.25 3.02
H 1.35 0.70 4.47
H 2.45 -1.56 4.91
H 3.04 -2.98 2.88
H 2.55 -2.08 0.61
H 1.54 4.26 2.38
H 2.47 5.75 0.52
H 2.74 4.67 -1.78
H 2.32 2.24 -1.97
*
```

Energy relative to the best compared isomer or geometry (same formula, charge and spin) in kcal per mole: 39.9
Electronic energy in hartree: -2903.90490
HOMO-LUMO gap (alpha / beta) in hartree: 0.1690 / 0.2121
LUMO level (alpha / beta) in eV: -1.45 / -0.98